This record from the Open Molecules 2025 dataset describes one molecule with the formula C5H5BrOS at a distorted geometry. The level of theory is ωB97M-V/def2-TZVPD.

```
13
Properties=species:S:1:pos:R:3:forces:R:3
C -1.311 0.028 0.174 -2.375 -0.150 0.421
C -0.334 0.839 0.168 2.580 -0.811 -0.974
C 0.523 1.911 0.493 0.413 -1.021 -0.085
C -1.226 -1.447 -0.116 1.397 0.198 0.029
C 1.273 -0.516 -0.554 -1.623 3.054 0.475
O 0.910 2.762 -0.267 0.169 0.955 -0.031
S 0.535 -1.856 0.214 -0.215 -1.000 -0.772
Br 3.031 -0.085 0.010 -0.165 -0.243 -0.026
H -2.315 0.355 0.454 0.069 0.039 -0.014
H 1.023 1.605 1.433 0.112 0.927 0.353
H -1.724 -1.968 0.736 -0.213 -0.108 -1.415
H -1.482 -1.604 -1.204 -0.203 -0.518 1.469
H 1.097 -0.024 -1.540 0.056 -1.321 0.569
```
Forces are in eV/Å.

The value obtained for the HOMO-LUMO gap (alpha / beta) is 8.06 / 8.06 eV. The value obtained for the energy above the lowest of the compared OMol25 structures with the same formula, charge and spin is 88.6 kcal per mole. The calculation puts the HOMO energy (alpha / beta) at -0.30922 / -0.30920 Ha. For the LUMO energy (alpha / beta), the calculation gives -0.35 / -0.36 eV.